C13H15NO2S in the gas phase, computed with ωB97M-V/def2-TZVPD.

SMILES string = COc1ccc(C(C)=O)cc1CSCCC#N
energy above the lowest of the compared OMol25 structures with the same formula, charge and spin = 1.354 eV
LUMO level = 0.536 eV
frontier orbital gap = 9.23 eV
DFT total energy = -30144.2483 eV
HOMO level = -8.695 eV
net charge = 0

CARTESIAN COORDINATES (ANGSTROEM)
S 1.7216 -2.5051 0.9010
O -3.5780 -1.8961 1.0225
O 1.6271 1.6776 0.7265
N 0.0130 -1.1591 -2.2210
C -3.3405 -0.9675 0.2840
C 2.4054 -0.8478 -1.2946
C 0.2374 -0.1858 1.1199
C -2.0729 -0.2017 0.3830
C -0.9907 -0.8094 1.0138
C 2.8798 -2.0072 -0.4203
C -0.6983 1.7372 0.0014
C 1.3832 -0.9141 1.7508
C 1.8077 3.0099 0.3070
C 1.0711 -1.0353 -1.8077
C -1.9080 1.0824 -0.1240
C 0.3855 1.1124 0.6083
C -4.3011 -0.5359 -0.7963
H -0.6028 2.7363 -0.3934
H 3.8338 -1.7503 0.0434
H 2.2968 -0.3239 1.7594
H 1.1329 -1.2091 2.7703
H -1.1135 -1.8107 1.4001
H 1.6445 3.1187 -0.7700
H -3.7768 -0.4400 -1.7438
H 3.0028 -2.9150 -1.0113
H 2.4211 0.0826 -0.7209
H -2.7236 1.5933 -0.6105
H 1.1464 3.6921 0.8481
H 2.8436 3.2525 0.5408
H 3.0883 -0.7374 -2.1440
H -4.7384 0.4266 -0.5378
H -5.0975 -1.2701 -0.8849

C13H16AlCl27F3 as an isolated structure in a non-equilibrium geometry, computed with ωB97M-V/def2-TZVPD.

LUMO level = 0.962 eV
frontier orbital gap = 6.18 eV
DFT total energy = -366588.2432 eV
HOMO level = -5.219 eV
net charge = -1

CARTESIAN COORDINATES (ANGSTROEM)
Cl 1.3702 -5.2220 1.6783
Cl -0.9639 -5.3612 5.5008
Cl 4.4609 4.4413 2.6540
Cl 4.4338 2.3438 4.6747
Cl 5.6197 -1.2317 -2.2242
Cl -5.6668 1.1449 1.1439
Cl -0.8948 -2.4716 5.1416
Cl -0.9554 5.5005 -2.4140
Cl -8.5107 1.7944 4.1998
Cl 7.6377 -1.6056 -4.5604
Cl -2.0794 4.1233 -4.7213
Cl 5.9217 0.6060 0.0152
Cl -6.9837 -0.1249 -1.1226
Cl -7.4390 4.4451 4.7557
Cl -3.5051 4.1117 -2.1814
Cl -5.5999 2.4134 -1.4772
Cl -7.6615 3.5114 2.0057
Cl 6.8435 2.8298 3.1123
Cl 0.2631 -6.9300 -0.4051
Cl -1.0432 -4.4137 0.2622
Cl 7.5045 0.9011 -6.0377
Cl 2.4808 -3.9780 5.0254
Cl 10.0908 -0.2441 -5.3429
Cl 4.2902 -1.7891 0.3066
Cl 3.8647 -1.4398 4.6708
Cl -2.6741 -4.1000 3.5088
Cl 3.7978 -2.7083 7.2918
Al -3.3464 -0.8951 -2.6762
F 2.4594 -0.7884 -3.5227
F 0.9838 -2.2334 -1.9636
F 0.7289 1.0191 -0.9309
C 1.2927 -0.8939 -2.5807
C 2.9098 -2.4349 5.7831
C 5.0717 2.8383 3.0973
C -2.4478 5.0453 -3.2538
C 0.4267 0.2812 -2.2113
C -6.5548 1.4182 -0.3649
C -0.8070 0.8704 -3.1181
C 0.5084 -5.2590 0.1306
C -2.2733 0.8647 -2.3849
C 8.4072 -0.0330 -4.8326
C -8.3848 3.4649 3.6225
C -1.1080 -4.0347 4.3350
C 4.8290 -0.5206 -0.8070
H 1.9870 -1.8988 6.0190
H 4.7303 2.1202 2.3473
H 1.1188 -4.7442 -0.6158
H -4.0166 -0.9342 -4.1385
H -0.3191 -4.1466 3.5868
H 8.3998 0.5217 -3.8909
H -0.7972 0.2991 -4.1632
H -2.1823 1.1759 -1.2597
H -2.9191 1.7072 -2.9287
H -2.9721 5.9594 -3.5440
H -7.4776 1.9543 -0.1290
H 3.9514 0.0361 -1.1455
H -9.3920 3.8849 3.5614
H -2.4131 -2.1937 -2.5925
H -0.5394 2.0135 -3.3349
H -4.4565 -1.0107 -1.5547

C13H16BiClN3O7S2 as an isolated structure in a non-equilibrium geometry, computed with ωB97M-V/def2-TZVPD.

energy above the lowest of the compared OMol25 structures with the same formula, charge and spin = 0.659 eV
LUMO level = -3.320 eV
frontier orbital gap = 9.02 eV
DFT total energy = -72558.7254 eV
HOMO level = -12.344 eV
net charge = +1

CARTESIAN COORDINATES (ANGSTROEM)
Bi -2.0101 1.1738 -0.1159
Cl -3.6148 -1.3451 -1.2008
S -0.6881 1.0465 -4.6410
S -1.3552 -0.3065 3.3263
O -4.0953 -1.0486 -2.5010
O -1.8310 0.3821 2.0063
O -3.7552 -2.6753 -0.7849
O -2.1425 -0.9635 -1.0683
O -4.2597 -0.4889 -0.2809
O 0.1202 0.7279 -0.5503
O -0.5998 2.7223 0.7361
N 0.6942 2.5361 0.6891
N -1.4801 1.8759 -2.3466
N 1.0273 1.5444 0.0299
C 5.0037 0.4434 -0.7479
C 2.3966 1.2361 -0.2211
C -0.0091 -1.3344 2.6733
C 0.0600 2.4074 -3.9509
C -0.6667 -2.5275 2.0395
C 2.6580 -0.0603 -0.7001
C -1.6225 0.9468 -3.2723
C 3.9749 -0.4029 -0.9905
C 4.7447 1.7433 -0.2593
C -1.8196 -2.9726 2.8390
C 3.4381 2.1689 -0.0971
C -0.5192 2.7990 -2.7928
C -2.4932 -1.7107 3.4925
H 0.5786 -0.7091 2.0136
H -2.2609 0.0754 -3.0758
H 0.6624 -1.6571 3.5193
H 4.2104 -1.3695 -1.4590
H 1.8894 -0.8148 -0.8736
H -0.2150 3.6592 -2.2332
H 0.7953 3.0676 -4.4461
H 5.4985 2.4528 -0.0777
H -1.0277 -2.2498 1.0149
H 0.0888 -3.3128 1.7734
H -3.0243 -1.8815 4.4207
H -2.6507 -3.4832 2.3112
H 5.9677 0.1218 -0.9896
H 3.1290 3.0977 0.2805
H -3.2846 -1.3133 2.8526
H -1.5127 -3.6008 3.6583

C13H16BrCl3N7OSSiTl as an isolated structure in a non-equilibrium geometry, computed with ωB97M-V/def2-TZVPD.

energy above the lowest of the compared OMol25 structures with the same formula, charge and spin = 4.303 eV
LUMO level (spin up / spin down) = 4.483 / 4.499 eV
frontier orbital gap (spin up / spin down) = 4.84 / 2.67 eV
DFT total energy = -157233.2501 eV
HOMO level (spin up / spin down) = -0.356 / 1.824 eV
net charge = -2

CARTESIAN COORDINATES (ANGSTROEM)
Tl 0.1835 -0.8651 -0.0689
Br 0.2033 -0.7474 2.6217
Cl -1.1172 -2.2860 -3.6947
Cl -0.3867 0.9378 -3.7096
Cl 2.0323 -1.3093 -3.6814
S 1.0576 -3.3973 -0.0635
Si 0.1772 -0.8835 -2.7855
O 2.1339 -0.8645 -0.0538
N 2.9689 -2.7614 1.7015
N -3.8682 0.6745 -0.0940
N -3.8413 -2.4584 -0.0852
N 0.8736 1.2766 0.0878
N -1.6434 -2.2302 -0.0729
N -1.6682 0.4765 -0.0814
N 3.6437 -2.8141 -0.4910
C 1.2566 2.4523 -0.3895
C -1.9640 -3.5694 -0.0692
C -3.3138 -3.7268 -0.0775
C -2.8149 -1.6074 -0.0816
C 1.6082 3.5433 0.3987
C -3.3593 1.9490 -0.0956
C -2.0067 1.8090 -0.0882
C 2.0339 4.8430 -0.2368
C -2.8274 -0.1623 -0.0855
C 1.1475 2.1574 2.3033
C 1.5477 3.3786 1.7684
C 0.8150 1.1197 1.4551
C 2.6242 -2.9528 0.4002
H 3.9248 -2.9031 1.9783
H 1.0978 2.0241 3.3783
H -4.8372 -2.2066 -0.0920
H 2.2669 -2.9800 2.3877
H 3.3812 -2.8421 -1.4608
H 1.2352 5.2461 -0.8638
H 1.2825 2.5173 -1.4765
H -3.9333 -4.6043 -0.0783
H -1.2596 2.5814 -0.0871
H 2.9224 4.6965 -0.8549
H 1.8105 4.1998 2.4325
H 4.4007 -2.1989 -0.2526
H -4.8647 0.4098 -0.0987
H -3.9901 2.8182 -0.1022
H -1.2069 -4.3318 -0.0611
H 2.2737 5.5920 0.5202

Calculated molar mass (g mol⁻¹), listed in the same order as above: 249.3; 1213.5; 634.9; 737.1